1.
C48H40AsCuF14 | ωB97M-V/def2-TZVPD

Values from the calculation:
Largest force on an atom (eV/A): 3.4
Kohn-Sham gap (eV): 9.197
Electronic energy (eV): -193948.896

CARTESIAN COORDINATES (ANGSTROEM)
Cu  12.33  14.52  13.25
As  14.41  12.06  14.10
F  15.85  13.08  13.73
F  15.14  10.61  13.30
F  12.96  11.11  14.56
F  13.66  13.56  14.76
F  13.64  12.56  12.52
F  15.19  11.60  15.66
F  13.85  16.53  13.20
C  14.93  17.28  13.54
C  14.93  18.66  13.33
C  15.97  19.48  13.75
C  17.01  18.83  14.47
C  17.10  17.47  14.62
C  16.05  16.72  14.09
H  14.00  19.10  12.99
H  15.98  20.56  13.69
H  17.80  19.35  15.00
H  17.95  17.10  15.17
H  16.15  15.65  14.21
F  9.85  18.24  14.71
C  9.13  19.29  14.21
C  7.80  19.06  13.99
C  7.04  20.11  13.39
C  7.64  21.31  13.06
C  8.99  21.47  13.12
C  9.78  20.46  13.75
H  7.33  18.12  14.24
H  5.98  19.96  13.20
H  7.03  22.08  12.60
H  9.43  22.43  12.88
H  10.85  20.49  13.89
F  13.04  17.51  10.49
C  12.18  18.28  9.81
C  12.24  19.68  9.78
C  11.39  20.50  9.09
C  10.36  19.97  8.35
C  10.26  18.55  8.27
C  11.17  17.77  9.01
H  13.06  20.12  10.33
H  11.57  21.57  9.06
H  9.69  20.62  7.81
H  9.58  18.04  7.59
H  11.18  16.69  8.93
F  12.76  14.82  11.12
C  13.51  14.51  10.03
C  12.96  14.21  8.77
C  13.75  13.79  7.75
C  15.11  13.68  7.91
C  15.70  13.93  9.12
C  14.94  14.37  10.19
H  11.89  14.33  8.66
H  13.29  13.60  6.79
H  15.78  13.36  7.12
H  16.76  13.81  9.29
H  15.46  14.58  11.11
F  10.93  12.63  11.73
C  11.05  11.28  11.54
C  11.88  10.79  10.54
C  11.94  9.39  10.37
C  11.22  8.54  11.26
C  10.40  9.10  12.26
C  10.26  10.44  12.34
H  12.43  11.40  9.85
H  12.60  8.98  9.61
H  11.25  7.48  11.09
H  9.82  8.52  12.97
H  9.62  10.79  13.14
F  10.56  13.56  14.59
C  9.44  13.08  15.14
C  9.51  11.95  15.91
C  8.35  11.44  16.40
C  7.12  12.03  16.10
C  7.04  13.22  15.39
C  8.21  13.76  14.96
H  10.42  11.42  16.09
H  8.42  10.53  16.98
H  6.16  11.71  16.49
H  6.14  13.82  15.29
H  8.22  14.69  14.42
F  12.04  15.94  15.14
C  11.98  15.97  16.53
C  10.82  16.46  17.08
C  10.72  16.64  18.51
C  11.78  16.21  19.31
C  12.97  15.78  18.75
C  13.03  15.63  17.34
H  9.96  16.72  16.48
H  9.80  16.98  18.97
H  11.76  16.33  20.38
H  13.84  15.50  19.33
H  13.94  15.35  16.85
F  10.50  15.65  12.70
C  9.42  15.98  11.93
C  8.41  15.10  11.55
C  7.23  15.56  10.96
C  7.10  16.90  10.59
C  8.15  17.76  10.91
C  9.28  17.38  11.64
H  8.45  14.08  11.89
H  6.39  14.90  10.86
H  6.24  17.20  10.01
H  8.14  18.80  10.62
H  10.00  18.09  12.01



2.
C48H40BaCl2N11OS | ωB97M-V/def2-TZVPD

Values from the calculation:
Largest force on an atom (eV/A): 1.8
Energy above the lowest of the compared OMol25 structures with the same formula, charge and spin (kJ/mol): 80.7
Kohn-Sham gap (eV): 6.540
Charge: +1
Electronic energy (eV): -105437.686

CARTESIAN COORDINATES (ANGSTROEM)
Ba  -0.50  0.11  -0.51
C  2.65  3.55  -1.69
C  3.89  2.93  -1.67
C  4.00  1.68  -1.10
C  2.86  1.07  -0.55
N  1.66  1.66  -0.61
C  1.57  2.86  -1.16
C  2.95  -0.24  0.14
C  4.19  -0.75  0.53
C  4.25  -1.96  1.18
C  3.07  -2.64  1.43
C  1.86  -2.08  1.00
N  1.82  -0.90  0.38
C  0.58  -2.76  1.25
C  0.51  -4.03  1.82
C  -0.72  -4.59  2.09
C  -1.86  -3.89  1.76
C  -1.70  -2.65  1.16
N  -0.53  -2.10  0.92
H  2.52  4.52  -2.12
H  4.76  3.41  -2.10
H  4.95  1.18  -1.10
H  0.59  3.29  -1.17
H  5.10  -0.19  0.35
H  5.19  -2.37  1.50
H  3.09  -3.57  1.97
H  1.40  -4.59  2.07
H  -0.80  -5.56  2.56
H  -2.85  -4.27  1.96
H  -2.55  -2.07  0.86
S  -2.58  4.71  -1.85
C  -2.35  4.85  -0.13
C  -2.57  5.95  0.68
C  -2.25  5.83  2.02
C  -1.76  4.64  2.53
C  -1.55  3.54  1.73
C  -1.84  3.63  0.37
N  -1.63  2.67  -0.57
C  -1.91  3.08  -1.78
C  -1.63  2.36  -2.99
C  -2.00  2.94  -4.21
C  -1.72  2.31  -5.40
C  -1.02  1.11  -5.36
C  -0.64  0.56  -4.15
C  -0.92  1.13  -2.91
H  -2.97  6.86  0.26
H  -2.40  6.68  2.67
H  -1.52  4.58  3.58
H  -1.18  2.61  2.13
H  -2.52  3.89  -4.21
H  -2.02  2.74  -6.34
H  -0.78  0.61  -6.29
H  -0.07  -0.37  -4.18
N  -0.05  -3.66  -3.43
C  1.30  -3.59  -3.30
C  1.53  -2.60  -2.39
N  0.36  -2.08  -1.96
C  -0.59  -2.72  -2.60
C  -1.99  -2.48  -2.43
N  -2.49  -1.59  -1.60
C  -3.83  -1.66  -1.71
C  -4.17  -2.61  -2.63
N  -2.99  -3.13  -3.08
H  -0.54  -4.29  -4.05
H  1.96  -4.23  -3.84
H  2.47  -2.24  -2.02
H  -4.48  -1.03  -1.14
H  -5.12  -2.96  -2.98
H  -2.90  -3.84  -3.79
C  -0.31  -0.55  11.98
C  -0.35  -1.09  10.58
C  -0.43  -0.25  9.48
C  -0.42  -0.75  8.19
C  -0.35  -2.12  7.97
N  -0.28  -2.68  6.69
C  -0.76  -2.22  5.50
O  -0.35  -2.65  4.44
N  -1.77  -1.29  5.62
C  -2.38  -0.61  4.57
C  -3.68  -0.13  4.70
C  -4.24  0.57  3.65
C  -3.49  0.77  2.50
N  -2.24  0.32  2.37
C  -1.70  -0.34  3.37
C  -0.27  -2.98  9.07
C  -0.26  -2.46  10.35
H  -0.53  0.51  11.99
H  0.68  -0.71  12.40
H  -1.03  -1.07  12.61
H  -0.48  0.82  9.63
H  -0.43  -0.07  7.35
H  0.31  -3.50  6.60
H  -2.23  -1.23  6.52
H  -4.23  -0.30  5.62
H  -5.24  0.96  3.72
H  -3.88  1.32  1.66
H  -0.69  -0.68  3.24
H  -0.20  -4.04  8.91
H  -0.19  -3.14  11.20
Cl  2.61  0.30  4.79
C  1.93  1.81  4.16
Cl  1.49  1.64  2.45
H  2.69  2.59  4.26
H  1.04  2.04  4.74